Record 1
{
  "formula": "C24H40NO8",
  "method": "wB97M-V/def2-TZVPD",
  "elements": ["O", "C", "O", "C", "C", "C", "N", "C", "C", "C", "C", "C", "O", "H", "H", "H", "H", "H", "H", "H", "H", "H", "H", "C", "C", "O", "C", "H", "H", "H", "H", "H", "H", "C", "C", "O", "C", "H", "H", "H", "H", "H", "H", "C", "C", "O", "C", "H", "H", "H", "H", "H", "H", "C", "C", "O", "C", "H", "H", "H", "H", "H", "H", "C", "C", "O", "C", "H", "H", "H", "H", "H", "H"],
  "positions_angstrom": [[-2.0276, -3.1773, -0.8735], [-1.1039, -2.4494, -1.1171], [-0.7932, -1.4223, -0.3568], [-0.2936, -2.7546, -2.3501], [-0.8270, -3.7004, -3.2208], [-0.1170, -4.0657, -4.3391], [1.0708, -3.5201, -4.6232], [1.6042, -2.6016, -3.8026], [0.9589, -2.1866, -2.6477], [1.6772, -1.1920, -1.7769], [2.9074, -1.9609, -1.2518], [2.5285, -3.0927, -0.1955], [3.2578, -1.7107, 0.0040], [-1.5381, -1.1835, 0.2293], [-1.7827, -4.1655, -3.0353], [-0.4972, -4.8125, -5.0209], [1.6156, -3.7917, -5.4315], [2.5679, -2.1878, -4.0622], [1.1653, -0.9186, -0.8685], [2.1082, -0.3602, -2.3374], [3.7039, -2.2017, -1.9529], [2.9968, -3.4195, 0.7525], [3.1868, -3.7989, -0.8006], [1.6404, -3.8840, 4.8197], [2.6956, -3.5355, 3.8041], [3.2194, -4.3814, 3.1108], [3.0834, -2.0777, 3.6797], [1.4620, -4.9546, 4.8043], [1.9698, -3.5998, 5.8179], [0.7097, -3.3659, 4.5813], [3.4814, -1.7165, 4.6287], [2.2134, -1.4839, 3.3938], [3.8503, -1.9726, 2.9140], [-1.3489, 3.0702, 1.6328], [-1.3281, 1.5810, 1.4647], [-2.1463, 1.0057, 0.7722], [-0.2397, 0.8292, 2.1957], [-2.1704, 3.4889, 1.0625], [-1.4851, 3.3196, 2.6880], [-0.4188, 3.4939, 1.2724], [-0.3315, 0.9956, 3.2694], [0.7398, 1.1704, 1.8576], [-0.3271, -0.2379, 1.9986], [-1.8077, 4.4174, -2.4533], [-1.2110, 5.3081, -1.3930], [-0.6697, 4.8449, -0.4123], [-1.3168, 6.7951, -1.6031], [-1.6611, 3.3755, -2.1727], [-2.8778, 4.6117, -2.5440], [-1.3146, 4.6018, -3.4097], [-2.3658, 7.0918, -1.6581], [-0.8034, 7.0742, -2.5250], [-0.8479, 7.3099, -0.7673], [-0.9829, 5.9318, -6.8534], [-0.3816, 6.8187, -5.7911], [0.1614, 6.3552, -4.8129], [-0.4872, 8.3077, -6.0021], [-0.8379, 4.8889, -6.5790], [-2.0520, 6.1293, -6.9436], [-0.4973, 6.1161, -7.8126], [-1.5358, 8.6039, -6.0571], [0.0190, 8.5910, -6.9259], [-0.0169, 8.8258, -5.1694], [-1.6000, -6.5687, 7.4204], [-0.9971, -5.2266, 7.0878], [0.2004, -5.0684, 7.0260], [-1.9566, -4.0882, 6.8355], [-0.8042, -7.2930, 7.5774], [-2.1965, -6.4949, 8.3308], [-2.2319, -6.9091, 6.5985], [-2.5679, -3.9111, 7.7212], [-2.6033, -4.3251, 5.9891], [-1.3942, -3.1844, 6.6093]],
  "atomic_forces_ev_per_a": [[-0.313, -0.215, -0.152], [-1.060, -0.713, 0.604], [0.549, 0.629, -0.524], [0.859, 0.378, -0.056], [0.314, 0.105, -0.095], [-0.437, -0.551, -0.447], [0.128, 0.450, 0.792], [-0.009, 0.291, 0.249], [-0.463, 0.482, -0.175], [1.661, -1.143, -0.058], [-2.478, 1.126, 1.448], [1.359, -0.870, -1.036], [1.847, 0.014, -1.015], [-0.019, 0.061, 0.019], [-0.016, 0.056, 0.159], [0.095, 0.038, -0.091], [-0.240, -0.180, -0.122], [-0.010, -0.085, -0.235], [-0.323, 0.351, -0.281], [-0.563, 0.272, -0.106], [0.053, -0.182, -0.096], [-1.770, -0.399, 0.606], [0.759, 0.293, 0.766], [0.262, -0.186, -0.315], [-0.012, 0.049, 0.004], [-0.047, 0.089, -0.192], [0.147, -0.207, -0.209], [0.014, -0.002, 0.032], [-0.141, 0.102, 0.023], [0.027, 0.121, 0.140], [-0.152, 0.087, 0.032], [-0.015, 0.067, 0.163], [-0.004, 0.014, 0.010], [-0.351, -0.340, 0.234], [-0.100, 0.121, 0.040], [0.202, -0.379, -0.001], [-0.166, -0.220, -0.188], [0.015, 0.022, -0.030], [0.153, -0.015, 0.016], [0.089, 0.076, 0.133], [0.123, 0.109, -0.002], [0.020, 0.093, 0.140], [0.026, -0.009, 0.040], [0.121, -0.219, 0.124], [0.063, 0.069, 0.043], [0.093, 0.189, -0.400], [0.121, 0.026, 0.224], [-0.023, 0.014, 0.030], [0.027, 0.083, -0.137], [-0.115, 0.134, -0.034], [0.014, 0.012, -0.165], [-0.138, -0.024, -0.086], [-0.014, -0.014, 0.008], [0.094, -0.189, 0.181], [0.034, 0.039, 0.007], [-0.076, -0.057, 0.029], [0.129, -0.018, 0.247], [0.009, 0.011, 0.007], [0.027, 0.091, -0.142], [-0.133, 0.088, -0.052], [0.011, 0.014, -0.170], [-0.146, 0.019, -0.076], [0.005, -0.013, -0.004], [0.256, -0.055, -0.005], [0.029, -0.047, 0.044], [-0.119, -0.009, 0.097], [0.236, 0.120, -0.046], [0.006, 0.017, -0.001], [-0.138, -0.001, -0.088], [-0.138, 0.040, 0.088], [-0.127, -0.069, -0.072], [-0.129, -0.038, 0.107], [0.009, -0.010, 0.017]],
  "total_charge": 1
}

Record 2
{
  "formula": "C24H40O14S",
  "method": "wB97M-V/def2-TZVPD",
  "elements": ["C", "C", "O", "C", "C", "O", "C", "C", "O", "C", "O", "C", "S", "O", "O", "H", "H", "H", "H", "H", "H", "H", "H", "H", "H", "H", "H", "H", "H", "H", "H", "O", "C", "C", "C", "C", "O", "H", "H", "H", "H", "H", "H", "O", "C", "C", "C", "C", "O", "H", "H", "H", "H", "H", "H", "O", "C", "C", "C", "C", "O", "H", "H", "H", "H", "H", "H", "O", "C", "C", "C", "C", "O", "H", "H", "H", "H", "H", "H"],
  "positions_angstrom": [[4.2937, 0.5667, 1.7176], [3.4954, 1.5184, 2.7659], [3.4760, 0.9900, 4.1074], [2.4808, -0.0783, 4.2275], [1.0955, 0.6151, 4.6423], [-0.0974, -0.1363, 4.3315], [-0.2785, -0.3564, 2.9203], [-0.4319, 0.9670, 2.0345], [-0.1114, 0.5610, 0.6432], [0.2794, 1.7188, -0.1085], [-0.5803, 2.6422, -0.1467], [1.6835, 1.8130, -0.8887], [2.1154, 0.2526, -1.7965], [1.1745, 0.1713, -2.9937], [1.8928, -0.9912, -0.9668], [3.5784, 0.4046, 0.8253], [5.2204, 1.0887, 1.2931], [4.5339, -0.4371, 2.2130], [2.4634, 1.7607, 2.3380], [4.0807, 2.5097, 2.8194], [2.4544, -0.6953, 3.2712], [2.8177, -0.7737, 5.0766], [1.1182, 0.7111, 5.7933], [1.0710, 1.7099, 4.2683], [0.5036, -1.0682, 2.4522], [-1.2771, -0.9283, 2.8135], [-1.5048, 1.3921, 2.0365], [0.2947, 1.8066, 2.2831], [1.5641, 2.6265, -1.6975], [2.5476, 2.1225, -0.2068], [3.4138, 0.2676, -2.3366], [-5.1235, 5.7956, -2.6031], [-4.3830, 4.8495, -2.5275], [-4.4228, 3.6296, -3.4092], [-3.5714, 2.6486, -2.6316], [-2.6130, 3.5561, -1.8976], [-3.3529, 4.7577, -1.6435], [-3.9805, 3.8749, -4.3776], [-5.4436, 3.2677, -3.5326], [-3.0695, 1.9103, -3.2595], [-4.1966, 2.1102, -1.9117], [-1.7347, 3.8075, -2.4997], [-2.2815, 3.1211, -0.9539], [-5.8993, -1.7980, 0.8773], [-6.2795, -0.7999, 0.3243], [-7.1263, -0.7520, -0.9193], [-6.9567, 0.6854, -1.3629], [-6.7171, 1.4057, -0.0566], [-6.0306, 0.4614, 0.7732], [-8.1619, -0.9772, -0.6543], [-6.7602, -1.4511, -1.6707], [-7.8104, 1.0762, -1.9193], [-6.0709, 0.7698, -2.0008], [-7.6502, 1.6913, 0.4380], [-6.1000, 2.2966, -0.1875], [4.6629, -2.6215, 4.1702], [4.3343, -3.4525, 4.9763], [5.1125, -4.6907, 5.3300], [4.0759, -5.5205, 6.0582], [3.1777, -4.4648, 6.6600], [3.2066, -3.3728, 5.7336], [5.9446, -4.4143, 5.9818], [5.4755, -5.1952, 4.4350], [4.4992, -6.1995, 6.8002], [3.5122, -6.1194, 5.3361], [3.5432, -4.1103, 7.6283], [2.1523, -4.8191, 6.7779], [2.6922, 1.0849, -8.2834], [2.3455, 0.0062, -7.8778], [1.6137, -0.2548, -6.5892], [1.7969, -1.7476, -6.4161], [1.9052, -2.2303, -7.8439], [2.5309, -1.1581, -8.5582], [0.5625, 0.0146, -6.7153], [2.0580, 0.3024, -5.7651], [0.9902, -2.2270, -5.8594], [2.7345, -1.9432, -5.8862], [0.9264, -2.4239, -8.2929], [2.5157, -3.1312, -7.9258]],
  "atomic_forces_ev_per_a": [[-1.037, 0.355, -0.239], [1.495, 0.575, -0.655], [-1.050, -0.580, -1.250], [-0.017, 0.037, 0.575], [0.764, 0.430, 1.052], [0.894, 0.666, -1.225], [-1.032, -0.772, -0.967], [-0.474, 0.265, 0.086], [2.216, 2.224, -0.877], [-4.183, 0.847, 0.779], [4.733, -2.895, -0.091], [0.037, 0.917, -0.101], [-5.090, -4.975, -1.688], [2.914, 1.454, 2.540], [1.863, 3.745, -1.137], [1.224, -0.198, 1.334], [-1.178, -0.868, 0.888], [-0.209, 1.470, -0.839], [1.079, -0.443, 0.830], [-1.048, -1.435, 0.119], [-0.151, 0.816, 1.188], [-0.424, 1.098, -1.400], [-0.211, -0.221, -1.841], [-0.028, -1.771, 0.266], [-0.923, 1.422, 0.756], [1.568, 0.924, 0.338], [1.749, -0.746, 0.208], [-1.019, -1.188, 0.110], [0.093, -1.372, 1.268], [-1.323, -0.595, -0.651], [-0.729, 0.610, 0.922], [0.533, -0.397, 0.420], [-0.455, 0.908, -0.286], [-0.023, -0.539, 0.175], [-0.023, -0.570, -0.260], [0.271, -0.354, 0.323], [-0.521, 0.192, -0.243], [-0.148, 0.060, 0.008], [0.031, 0.319, -0.223], [0.028, 0.049, 0.114], [0.114, 0.023, -0.021], [-0.040, 0.013, 0.035], [-0.266, 0.447, -0.323], [0.052, 0.842, -0.069], [0.043, -1.007, 0.525], [0.117, 0.291, -0.444], [-0.220, 0.173, -0.617], [-0.082, 0.496, -0.022], [0.121, -0.387, -0.029], [0.085, -0.129, -0.001], [-0.176, -0.189, 0.275], [0.084, 0.050, 0.083], [-0.089, 0.015, 0.047], [0.059, -0.017, -0.012], [0.021, -0.110, 0.245], [-0.604, -0.246, 0.430], [0.575, 0.688, -0.515], [-0.197, -0.506, 0.011], [0.119, -0.626, 0.082], [-0.311, -0.215, 0.434], [0.227, 0.149, -0.378], [0.034, 0.046, -0.150], [0.206, 0.310, 0.064], [-0.101, 0.080, -0.011], [0.032, 0.050, 0.104], [-0.013, 0.012, -0.063], [0.036, 0.275, -0.059], [0.064, -0.817, -0.098], [-0.043, 1.035, -0.294], [0.197, -0.356, 0.351], [-0.163, -0.264, 0.583], [-0.079, -0.491, -0.032], [0.134, 0.383, 0.031], [0.089, 0.134, 0.040], [-0.263, 0.214, -0.184], [0.087, -0.006, -0.076], [-0.101, -0.025, -0.052], [0.049, 0.028, 0.005], [0.005, 0.171, -0.216]],
  "smiles": "CCOCCOCCOC(=O)C[SH](=O)=O.O=C1CCCO1.O=C1CCCO1.O=C1CCCO1.O=C1CCCO1"
}

Record 3
{
  "formula": "C24H40O9S",
  "method": "wB97M-V/def2-TZVPD",
  "elements": ["O", "C", "O", "C", "C", "C", "C", "C", "C", "C", "C", "C", "S", "C", "O", "O", "C", "O", "H", "H", "H", "H", "H", "H", "H", "H", "H", "H", "H", "H", "H", "H", "H", "H", "C", "C", "C", "O", "H", "H", "H", "H", "H", "H", "C", "C", "C", "O", "H", "H", "H", "H", "H", "H", "C", "C", "C", "O", "H", "H", "H", "H", "H", "H", "C", "C", "C", "O", "H", "H", "H", "H", "H", "H"],
  "positions_angstrom": [[-0.4740, -4.8678, 0.0509], [-0.4180, -3.7050, 0.0468], [0.4076, -2.9838, -0.7362], [1.4593, -2.3711, 0.0649], [1.6294, -0.8722, -0.2188], [1.0195, 0.0488, 0.8584], [-0.4979, -0.1500, 1.0363], [-1.3538, 0.9127, 0.4343], [-2.6592, 0.7840, 0.2576], [-3.3931, -0.4518, 0.6915], [-4.9045, -0.4558, 0.4142], [-5.3211, -0.8736, -1.0067], [-4.4552, -2.3187, -1.7164], [-3.1793, 2.0253, -0.4004], [-4.2560, 2.2152, -0.7966], [-2.1500, 2.9049, -0.5025], [-0.9875, 2.2655, -0.0717], [0.0227, 2.8305, -0.1473], [-1.0932, -3.1393, 0.7200], [2.3765, -2.8982, -0.1984], [1.2993, -2.5190, 1.1395], [1.2496, -0.5578, -1.1984], [2.7095, -0.6896, -0.1926], [1.2577, 1.0679, 0.5518], [1.5611, -0.0886, 1.7979], [-0.7569, -1.0755, 0.5169], [-0.7396, -0.3437, 2.0846], [-3.2754, -0.5022, 1.7812], [-2.8692, -1.3302, 0.3129], [-5.3697, -1.1088, 1.1548], [-5.2865, 0.5461, 0.5953], [-6.3715, -1.1551, -0.9468], [-5.2582, -0.0129, -1.6719], [-3.8634, -2.9429, -0.6757], [-1.2904, 1.0015, -3.8863], [-0.8739, -0.3462, -3.3525], [-1.3166, -1.5628, -4.1215], [-0.2101, -0.4481, -2.3428], [-0.9041, 1.7850, -3.2353], [-0.8865, 1.1465, -4.8895], [-2.3795, 1.0706, -3.9139], [-0.9136, -1.5301, -5.1355], [-2.4067, -1.6035, -4.1576], [-0.9474, -2.4578, -3.6237], [-9.8936, 1.8594, -0.4404], [-8.3931, 1.9413, -0.2998], [-7.6984, 3.0906, -0.9867], [-7.7738, 1.1191, 0.3372], [-10.2604, 0.9891, 0.1004], [-10.3567, 2.7550, -0.0231], [-10.1648, 1.7609, -1.4927], [-8.0684, 4.0389, -0.5926], [-7.8766, 3.0445, -2.0625], [-6.6270, 3.0277, -0.8054], [6.1198, 0.0243, 2.6873], [4.7250, -0.1531, 3.2299], [4.2759, 0.8052, 4.3078], [3.9914, -1.0265, 2.8209], [6.3097, -0.7235, 1.9263], [6.2217, 1.0142, 2.2403], [6.8504, -0.0967, 3.4873], [4.3003, 1.8287, 3.9303], [4.9270, 0.7181, 5.1790], [3.2565, 0.5644, 4.6053], [10.9107, -0.9322, 1.4517], [9.6719, -0.2438, 0.9337], [9.8230, 0.6003, -0.3078], [8.6033, -0.3636, 1.4895], [10.6603, -1.5026, 2.3440], [11.3023, -1.6145, 0.6956], [11.6699, -0.1914, 1.7079], [10.1683, -0.0167, -1.1389], [10.5357, 1.4064, -0.1266], [8.8597, 1.0344, -0.5688]],
  "atomic_forces_ev_per_a": [[-0.183, -2.960, -0.335], [-0.240, 1.984, 0.332], [0.067, 0.180, 0.555], [0.332, 0.792, -0.489], [0.347, 0.253, 0.504], [0.470, -0.014, -0.266], [0.940, 0.021, -0.440], [0.105, 0.148, 0.175], [-0.232, -0.531, 0.033], [-0.675, 0.774, 0.261], [0.563, -0.325, -0.127], [-0.403, -0.177, 1.088], [0.234, -0.012, -0.609], [2.120, -1.666, 1.268], [-2.738, 1.054, -1.181], [-0.151, 0.209, -0.303], [-1.672, -1.033, 0.319], [2.560, 1.251, -0.102], [0.278, 0.429, -0.110], [-0.092, -0.105, 0.035], [-0.193, -0.153, -0.111], [0.409, -0.586, 0.553], [-0.056, 0.040, -0.103], [-0.202, -0.018, 0.114], [-0.176, -0.220, 0.047], [-0.145, 0.043, 0.005], [-0.225, 0.335, 0.016], [0.089, 0.002, -0.031], [-0.089, 0.012, -0.174], [-0.071, -0.113, -0.178], [-0.202, -0.083, -0.006], [-0.024, 0.120, -0.113], [0.358, -0.262, -0.237], [-0.387, 0.440, 0.099], [0.137, 0.096, 0.291], [-0.012, -0.077, 0.035], [0.154, -0.145, 0.174], [-0.648, 0.255, -0.498], [0.004, -0.015, -0.019], [-0.165, -0.028, -0.064], [0.001, -0.030, -0.175], [-0.147, 0.060, -0.060], [0.021, 0.051, -0.126], [-0.008, 0.037, 0.019], [0.033, -0.252, 0.171], [0.080, -0.024, 0.029], [0.269, -0.132, 0.149], [-0.055, 0.002, -0.030], [0.025, 0.015, -0.007], [-0.026, 0.060, -0.170], [-0.049, 0.176, 0.001], [-0.114, 0.017, -0.157], [-0.124, 0.137, 0.017], [-0.028, -0.022, -0.017], [-0.484, -0.236, -0.007], [0.027, -0.033, -0.063], [-0.279, -0.166, -0.012], [-0.061, 0.044, 0.007], [-0.010, 0.004, 0.017], [0.128, 0.041, 0.131], [0.055, 0.168, -0.033], [0.152, 0.025, 0.092], [0.079, 0.155, -0.050], [0.024, -0.006, -0.015], [-0.183, -0.090, 0.199], [-0.100, -0.027, 0.057], [-0.281, 0.043, 0.045], [0.368, 0.021, -0.154], [-0.015, 0.017, -0.023], [0.130, 0.120, -0.034], [0.088, -0.045, -0.153], [0.163, 0.073, 0.021], [0.122, -0.094, -0.097], [0.012, -0.021, 0.020]],
  "smiles": "O=COCCCCC1=C(CCCS)C(=O)OC1=O.CC(C)=O.CC(C)=O.CC(C)=O.CC(C)=O"
}

no.,HOMO (eV),E_LUMO (eV)
1,-11.02,-4.74
2,-9.61,-0.58
3,-8.94,-0.14